Entry 1:
{"formula": "C4H4HgO5", "method": "ωB97M-V/def2-TZVPD", "multiplicity": 2, "homo_ev": [-4.000, -4.056], "orbital_gap_ev": [7.8, 5.8], "total_charge": -1, "relative_energy_ev": 2.017, "lumo_ev": [3.78, 1.77], "elements": ["O", "H", "O", "O", "C", "C", "O", "C", "H", "H", "H", "Hg", "C", "O"], "positions_angstrom": [[0.06070, 0.23278, 0.71740], [2.24853, 2.01912, -1.97972], [-0.02007, -1.30160, -0.97522], [0.69239, 0.80755, -1.43838], [1.78228, 1.61379, -1.07155], [2.71542, 0.65463, -0.29722], [1.98911, -0.54784, -0.21812], [0.59630, -0.27334, -0.47974], [1.45668, 2.45394, -0.43607], [2.95067, 1.04595, 0.70597], [3.65828, 0.46437, -0.83000], [-1.99626, -1.70414, 0.07289], [-1.59079, 0.66599, 1.12589], [-1.75472, 1.38821, 2.06159]], "forces_ev_per_a": [[-0.03, 0.88, 1.12], [-0.09, -0.08, 0.13], [-0.35, -0.59, -0.29], [-0.03, 0.20, -0.30], [-0.17, 0.06, 0.08], [-0.04, -0.01, 0.10], [0.12, -0.14, 0.15], [-0.57, 0.81, 0.56], [0.09, -0.17, -0.09], [-0.07, -0.08, -0.20], [-0.16, 0.00, 0.09], [0.19, 0.59, 0.08], [0.06, 0.24, 0.96], [1.06, -1.72, -2.38]]}

***

Entry 2:
{"formula": "C4H4IN", "method": "ωB97M-V/def2-TZVPD", "homo_ev": [-8.319, -7.978], "orbital_gap_ev": [7.5, 6.3], "relative_energy_ev": 5.372, "lumo_ev": [-0.81, -1.70], "elements": ["C", "C", "C", "C", "N", "I", "H", "H", "H", "H"], "positions_angstrom": [[-0.82948, 1.25378, 0.30547], [-0.87188, 0.31673, -0.64453], [1.52425, -0.91191, 0.65550], [0.40602, -1.56629, 0.18828], [-0.45849, -0.90701, -0.50871], [2.92917, 0.43452, -0.20356], [-0.13744, 1.04710, 1.15583], [-1.42519, 0.59381, -1.52804], [-1.12791, 2.25617, 0.10124], [-0.00905, -2.51690, 0.47853]], "forces_ev_per_a": [[2.31, 0.46, 1.71], [-0.44, 0.97, -0.56], [1.70, -0.51, 0.22], [0.69, 1.91, 0.85], [-2.06, -1.55, -2.47], [-1.33, -0.94, 0.48], [-1.10, 0.35, -0.30], [-0.16, -0.48, -0.52], [-0.48, 0.42, 0.13], [0.87, -0.64, 0.47]]}

***

Entry 3:
{"formula": "C4H4IN", "method": "ωB97M-V/def2-TZVPD", "homo_ev": -8.400, "orbital_gap_ev": 7.7, "relative_energy_ev": 6.735, "lumo_ev": -0.67, "elements": ["C", "C", "C", "C", "N", "I", "H", "H", "H", "H"], "positions_angstrom": [[1.58195, -0.67386, -0.64103], [2.65651, 0.06365, -0.88303], [0.18632, -0.67365, -0.49924], [0.37286, 0.85119, -0.43806], [1.64531, 1.11967, -1.18222], [1.27253, 1.43073, -3.19674], [-0.39586, -1.02900, -1.45242], [-0.12935, -1.12014, 0.33306], [-0.42977, 1.45406, -0.86116], [0.65188, 1.08118, 0.52464]], "forces_ev_per_a": [[4.30, 1.14, -1.52], [-0.69, -2.44, 0.40], [-1.41, 0.98, -4.43], [-1.53, -0.26, -1.77], [-0.15, 0.97, -0.11], [0.12, -0.11, -0.24], [1.04, 0.49, 1.69], [-1.68, -1.58, 3.34], [-0.07, -0.07, 0.26], [0.06, 0.89, 2.37]]}

***

Entry 4:
{"formula": "C4H4INO2", "method": "ωB97M-V/def2-TZVPD", "homo_ev": -8.347, "orbital_gap_ev": 8.1, "relative_energy_ev": 2.150, "lumo_ev": -0.25, "elements": ["C", "C", "C", "C", "N", "O", "O", "I", "H", "H", "H", "H"], "positions_angstrom": [[-0.27676, 1.33142, 0.27047], [-0.33864, 2.28177, -1.85565], [0.74115, -0.91175, 0.12265], [-0.09244, -2.06389, 0.68968], [0.34122, 0.26293, 0.25359], [-1.45150, 2.15459, -2.10217], [0.81112, 2.50164, -1.90468], [-0.52249, 2.37846, 2.01236], [1.70865, -0.95087, -0.22229], [0.20443, -3.08830, 0.24783], [-1.22011, -1.91052, 0.63397], [0.09536, -1.98549, 1.85425]], "forces_ev_per_a": [[0.07, -0.86, -0.44], [1.78, 0.44, -0.77], [-2.09, -0.90, 1.01], [-0.01, -0.45, 1.27], [-1.14, 1.58, 0.47], [-1.82, -0.14, -0.23], [-0.14, -0.03, 0.35], [0.20, 0.34, 0.71], [2.23, -0.96, -0.69], [-0.47, 1.73, 0.95], [1.53, -0.03, -0.43], [-0.14, -0.73, -2.20]]}

***

Entry 5:
{"formula": "C4H4Li2O5", "method": "ωB97M-V/def2-TZVPD", "homo_ev": [-4.850, -3.879], "orbital_gap_ev": [4.2, 3.6], "relative_energy_ev": 5.012, "lumo_ev": [-0.65, -0.33], "elements": ["O", "C", "C", "O", "O", "C", "H", "H", "H", "H", "O", "C", "O", "Li", "Li"], "positions_angstrom": [[0.10469, 0.67927, 0.61628], [-0.33162, 1.83684, 0.20207], [-0.84249, -0.47688, 0.05813], [0.35618, 2.73757, -0.27525], [-1.66144, 1.73320, 0.04821], [-2.10119, 0.39601, 0.22140], [-0.96100, -1.48519, 0.44190], [-0.79178, -0.57666, -1.02830], [-2.55153, 0.23701, 1.20180], [-2.81661, 0.15816, -0.56623], [1.54114, -2.74687, 0.17186], [1.60720, -1.63702, -0.15327], [2.49263, -0.78572, -0.66922], [2.13762, 2.04865, -0.74099], [3.81820, -2.11837, 0.47162]], "forces_ev_per_a": [[1.75, -1.68, 0.34], [-1.36, -2.11, -1.68], [-1.64, 2.00, -1.11], [0.07, -0.02, 0.86], [-0.29, 1.87, -0.44], [0.04, -1.16, 0.63], [0.77, 0.40, 0.84], [1.14, 0.05, 0.22], [-0.09, 0.39, 0.04], [-0.09, 0.25, 0.15], [1.66, -4.60, 1.24], [-0.87, 7.23, -2.33], [0.01, -2.23, 1.44], [-0.42, -0.73, 0.33], [-0.68, 0.34, -0.52]]}

***

Entry 6:
{"formula": "C4H4LiO5Pr", "method": "ωB97M-V/def2-TZVPD", "multiplicity": 4, "homo_ev": [-20.467, -20.813], "orbital_gap_ev": [6.6, 8.2], "total_charge": 3, "lumo_ev": [-13.86, -12.66], "elements": ["O", "C", "O", "Li", "Pr", "C", "C", "H", "H", "O", "C", "O", "O", "H", "H"], "positions_angstrom": [[2.43772, 0.45661, -1.03888], [3.19122, 0.95642, -0.20812], [2.90656, 1.13930, 1.00326], [3.69169, 1.94773, 2.48890], [0.60725, 0.20523, 0.42345], [-1.47109, -0.67532, 2.00534], [-2.57679, 0.01240, 2.23992], [-1.33361, -1.64694, 2.49921], [-3.01311, 0.84880, 1.69324], [-5.00138, -1.39982, 4.35682], [-4.15337, -1.31190, 3.40466], [-4.09578, -2.23899, 2.52494], [-3.45234, -0.25286, 3.37460], [-5.49785, -2.23491, 4.34602], [-3.45155, -2.02169, 1.79098]], "forces_ev_per_a": [[-0.46, -0.18, 0.08], [0.48, -0.05, -0.79], [-0.87, 0.02, 1.02], [0.69, 0.32, 0.31], [-1.02, -0.53, 0.24], [0.87, 0.03, -1.24], [-0.26, 0.23, 0.27], [0.30, 0.48, 0.39], [0.33, 0.04, 0.33], [0.67, 0.23, -0.17], [-1.27, -0.46, 0.37], [0.71, -0.16, -1.04], [0.84, 0.61, -0.57], [-0.23, -0.22, 0.05], [-0.78, -0.37, 0.75]]}

***

Entry 7:
{"formula": "C4H4LiO5Tl", "method": "ωB97M-V/def2-TZVPD", "multiplicity": 2, "homo_ev": [-2.162, -4.440], "orbital_gap_ev": [4.8, 7.1], "total_charge": -1, "relative_energy_ev": 0.000, "lumo_ev": [2.68, 2.67], "elements": ["O", "O", "C", "C", "O", "C", "H", "H", "H", "H", "O", "O", "C", "Li", "Tl"], "positions_angstrom": [[-0.39306, -1.80402, -0.06257], [-0.86215, 0.27810, 0.66279], [-1.61035, 1.25289, -0.32793], [-3.11786, 1.11478, -0.15772], [-3.55390, -0.18661, -0.25411], [0.05209, -0.63311, 0.20075], [-1.24676, 2.27149, -0.11518], [-1.30238, 0.93696, -1.33830], [-3.57288, 1.79055, -0.92422], [-3.37718, 1.58220, 0.82450], [1.76172, 1.01613, 0.26168], [2.33402, -1.09088, -0.23084], [1.44970, -0.21263, 0.07058], [-2.26685, -1.35924, 0.25835], [3.87169, 0.50078, -0.10456]], "forces_ev_per_a": [[0.10, 0.54, 0.28], [-1.52, 1.77, -0.73], [1.34, -1.12, 0.49], [-0.07, -0.54, 0.47], [0.23, 0.13, 0.05], [0.58, -0.37, -0.74], [0.04, -0.44, 0.04], [-0.03, 0.06, 0.35], [0.19, -0.08, 0.08], [0.03, -0.08, -0.16], [-0.20, 0.93, 0.23], [0.30, -0.58, -0.18], [-3.32, -1.18, 0.24], [0.17, 0.40, -0.23], [2.17, 0.56, -0.18]]}

***

Entry 8:
{"formula": "C4H4MgO6", "method": "ωB97M-V/def2-TZVPD", "multiplicity": 2, "homo_ev": [-10.939, -13.301], "orbital_gap_ev": [3.4, 5.7], "total_charge": 1, "relative_energy_ev": 0.000, "lumo_ev": [-7.58, -7.59], "elements": ["O", "C", "O", "O", "O", "C", "C", "Mg", "H", "H", "H", "C", "O", "H", "O"], "positions_angstrom": [[2.25289, -0.96368, -0.58373], [1.29168, -0.36781, -0.02622], [1.48334, 0.73296, 0.56806], [0.09641, -0.92564, -0.07854], [-1.72776, -1.35460, 1.16364], [-2.56625, -1.94354, 0.24816], [-0.96039, -0.33054, 0.65509], [3.43796, 0.54020, 0.07478], [-3.47993, -2.31929, 0.70523], [-2.10999, -2.27876, -0.68553], [-0.59099, 0.31258, 1.45893], [-1.99854, 0.48643, -0.30797], [-2.78106, 1.26093, 0.17612], [-2.11608, 1.12669, -2.08377], [-1.68102, 0.41728, -1.58714]], "forces_ev_per_a": [[1.34, 0.13, -0.21], [-1.42, -0.71, -0.15], [1.04, 1.05, 0.43], [1.45, 0.22, -0.34], [0.05, -0.12, 0.59], [0.10, -0.19, 0.26], [-2.61, 0.42, -0.92], [-1.70, -0.75, -0.14], [0.37, -0.06, -0.36], [-0.37, 0.04, 0.25], [-0.14, -0.18, -0.24], [1.45, 1.49, 1.72], [0.25, -0.88, -0.24], [-0.35, -0.08, 0.12], [0.52, -0.37, -0.75]]}

***

Entry 9:
{"formula": "C4H4MnO2", "method": "ωB97M-V/def2-TZVPD", "multiplicity": 6, "homo_ev": [-15.929, -15.731], "orbital_gap_ev": [4.3, 3.8], "total_charge": 2, "relative_energy_ev": 3.395, "lumo_ev": [-11.67, -11.94], "elements": ["C", "O", "H", "C", "C", "C", "O", "Mn", "H", "H", "H"], "positions_angstrom": [[1.40505, 2.40471, -1.19012], [0.68793, 2.06682, -2.21621], [0.75634, 2.73058, -2.91573], [0.94232, 1.55483, 0.26848], [1.72825, 0.57689, -0.44956], [1.21837, -0.44349, -1.17326], [1.19367, -0.92703, -2.27779], [0.69626, -2.35311, -3.31916], [1.49276, 2.12359, 1.02923], [-0.13831, 1.41308, 0.37674], [2.09546, -0.61700, 0.03235]], "forces_ev_per_a": [[-0.08, 1.55, 0.41], [-0.82, -0.58, 1.35], [0.49, 0.22, -0.31], [1.30, 1.42, -1.68], [-2.98, -4.56, 0.48], [2.42, 4.15, 3.24], [-0.24, -1.86, -2.17], [-0.16, -0.64, -0.62], [-0.44, -0.35, -0.25], [0.41, -0.09, -0.02], [0.11, 0.74, -0.45]]}

***

Entry 10:
{"formula": "C4H4N2", "method": "ωB97M-V/def2-TZVPD", "homo_ev": -8.593, "orbital_gap_ev": 8.3, "relative_energy_ev": 8.461, "lumo_ev": -0.25, "elements": ["C", "C", "C", "C", "N", "N", "H", "H", "H", "H"], "positions_angstrom": [[-1.57166, -0.69981, 0.21558], [-0.41207, -0.24980, -0.07754], [-1.40550, 0.87867, 0.18891], [1.81821, -0.50334, -0.40793], [2.65152, 0.63786, -0.34390], [2.68622, -0.15520, 0.64810], [-2.43424, -1.32816, 0.26881], [-2.05117, 1.42563, -0.39530], [-1.24692, 1.42144, 1.05387], [1.96561, -1.42729, -1.15060]], "forces_ev_per_a": [[-0.43, 1.09, 0.06], [3.14, 0.86, -0.90], [1.41, -3.01, 0.50], [-3.22, -2.24, -1.61], [-0.14, -1.06, 1.44], [-0.13, 1.17, -1.33], [0.27, -0.52, 0.29], [-0.76, 0.87, -2.53], [0.17, 0.59, 2.27], [-0.30, 2.25, 1.82]]}

***

Entry 11:
{"formula": "C4H4N2", "method": "ωB97M-V/def2-TZVPD", "homo_ev": -7.943, "orbital_gap_ev": 8.3, "relative_energy_ev": 5.862, "lumo_ev": 0.31, "elements": ["C", "C", "N", "N", "C", "C", "H", "H", "H", "H"], "positions_angstrom": [[-0.65765, -0.93350, -0.59588], [-1.61294, -0.16452, -0.39347], [-1.07604, 1.59230, 0.79597], [-0.03924, 1.68758, 1.21580], [1.54903, 0.35311, 0.51205], [1.14808, -0.50607, -0.29185], [-0.50809, -1.92821, -0.97878], [-2.62171, 0.18354, -0.37738], [2.23657, 0.94103, 1.07834], [1.58197, -1.22526, -0.96480]], "forces_ev_per_a": [[-0.77, 0.23, 0.04], [0.32, -0.49, -0.21], [1.48, 0.18, 0.63], [-1.50, -0.10, -0.58], [0.00, -0.49, -0.40], [0.54, 0.46, 0.40], [0.01, 0.16, 0.07], [0.16, 0.00, 0.02], [-0.14, -0.05, -0.06], [-0.10, 0.11, 0.09]]}

***

Entry 12:
{"formula": "C4H4N2", "method": "ωB97M-V/def2-TZVPD", "homo_ev": -9.194, "orbital_gap_ev": 9.8, "smiles": "C#C[C@H](N)C#N", "relative_energy_ev": 4.006, "lumo_ev": 0.57, "elements": ["C", "C", "C", "N", "C", "N", "H", "H", "H", "H"], "positions_angstrom": [[-0.67259, -0.65584, -1.80786], [-0.56858, -0.12848, -0.72466], [-0.34261, 0.34044, 0.59632], [1.08634, 0.74578, 0.15903], [-0.63392, -0.72375, 1.62338], [-0.90051, -1.54861, 2.39477], [-0.10511, -0.70463, -2.70369], [-0.82305, 1.25423, 0.96069], [1.74910, -0.00318, 0.10384], [1.21091, 1.42404, -0.60183]], "forces_ev_per_a": [[0.50, 0.56, -0.14], [-2.45, -0.99, -0.82], [1.57, 0.59, -0.53], [0.65, 0.67, 2.69], [0.92, -0.34, 0.45], [0.33, 1.26, -1.13], [-0.37, -0.54, -0.64], [-0.18, -0.19, -0.47], [-0.09, -0.35, -0.07], [-0.89, -0.65, 0.66]]}

***

no.,energy (a.u.)
1,-684.4066
2,-507.0555
3,-507.0054
4,-657.6727
5,-545.9967
6,-1054.3942
7,-711.1168
8,-806.0652
9,-1455.2836
10,-264.0155
11,-264.1110
12,-264.1792